{"formula": "C32H44MoN4P2Si", "method": "the ωB97M-V functional and the def2-TZVPD basis", "elements": ["Mo", "C", "C", "C", "C", "C", "C", "C", "C", "C", "H", "H", "H", "H", "H", "H", "H", "H", "H", "H", "H", "H", "H", "H", "H", "P", "P", "N", "N", "N", "N", "C", "C", "C", "C", "C", "C", "C", "C", "C", "C", "C", "C", "C", "C", "C", "C", "C", "C", "H", "H", "H", "H", "H", "H", "H", "H", "H", "H", "H", "H", "H", "H", "H", "H", "H", "H", "H", "H", "C", "Si", "C", "C", "C", "C", "H", "H", "H", "H", "H", "H", "H", "H", "H"], "positions_angstrom": [[-1.00589, 0.10473, 0.50006], [0.43437, -4.96573, 1.41702], [1.51205, -4.27658, 1.01225], [2.15909, -4.38552, -0.34317], [1.26964, -4.49484, -1.61547], [-0.01038, -3.68619, -1.59638], [-1.02546, -3.79227, -0.72622], [-1.49271, -5.12616, -0.23810], [-0.40010, -5.88037, 0.58126], [-2.83281, 1.11664, 0.05346], [0.17203, -4.98094, 2.47704], [2.15254, -3.81430, 1.77739], [2.82757, -5.27239, -0.35450], [2.81563, -3.50525, -0.45566], [1.87219, -4.16460, -2.48327], [1.06919, -5.55745, -1.81742], [-0.13250, -3.05682, -2.48403], [-1.62860, -2.94075, -0.39286], [-1.80941, -5.76831, -1.08103], [-2.36842, -4.94520, 0.40321], [-0.89630, -6.61580, 1.23637], [0.22992, -6.44471, -0.12292], [-3.06139, 1.43532, 1.08462], [-3.67027, 0.56467, -0.37208], [-2.63754, 2.01752, -0.52867], [-0.20884, -0.22666, -1.66720], [1.37437, 0.75100, 0.76098], [-1.46907, -1.10984, -2.52952], [-0.06263, 1.05366, -2.81881], [0.71050, -0.25151, 2.16105], [2.60054, 1.54623, 1.65798], [1.44240, -0.98982, -1.47523], [2.29917, -0.35178, -0.34436], [-2.63168, -1.55010, -1.87569], [-3.46936, -2.13656, -2.81856], [-2.84334, -1.99311, -4.10132], [-1.60812, -1.38974, -3.89182], [-1.09549, 1.91356, -3.23931], [-0.55905, 2.83753, -4.12485], [0.83512, 2.53787, -4.27362], [1.10979, 1.44243, -3.47324], [-0.64253, -0.01076, 2.62247], [-1.18471, -1.27763, 2.94127], [-0.12297, -2.21610, 2.88262], [1.03988, -1.56219, 2.44522], [3.65047, 0.91331, 2.35752], [4.19279, 1.82692, 3.25491], [3.44789, 3.04844, 3.12679], [2.48069, 2.84863, 2.16016], [1.98890, -0.99846, -2.43243], [1.27345, -2.04797, -1.22892], [2.79650, -1.10365, 0.29895], [3.08786, 0.28485, -0.77725], [-2.75475, -1.47134, -0.79942], [-4.38960, -2.63740, -2.58177], [-3.26512, -2.29646, -5.04209], [-0.83767, -1.09973, -4.58690], [-2.09741, 1.81212, -2.83414], [-1.09501, 3.66898, -4.58622], [1.56810, 3.09713, -4.86310], [2.02653, 0.89846, -3.25207], [-1.00549, 1.02691, 2.81608], [-2.23800, -1.46577, 3.17691], [-0.15916, -3.24479, 3.20945], [2.07794, -1.88646, 2.47160], [3.97131, -0.08784, 2.10343], [4.99058, 1.67102, 3.96064], [3.58942, 3.96546, 3.67440], [1.71870, 3.50446, 1.77914], [-1.10505, 5.46364, 3.40756], [-0.93460, 5.17601, 1.56256], [-2.44554, 5.94848, 0.74117], [0.64417, 5.96209, 0.87211], [-0.76436, 3.36645, 1.12893], [-0.50221, 2.15590, 0.88906], [-1.21920, 6.51603, 3.69154], [-0.25045, 5.08009, 3.97356], [-2.00657, 4.94621, 3.76247], [-2.66483, 7.00660, 0.96081], [-2.36844, 5.87654, -0.34867], [-3.32798, 5.37477, 1.04651], [1.53066, 5.49079, 1.29466], [0.64676, 5.79318, -0.21369], [0.69229, 7.03525, 1.05677]], "forces_ev_per_a": [[-0.60, 2.56, 0.18], [0.68, -0.08, 0.30], [-0.11, -1.25, 0.40], [0.20, 0.22, -0.35], [-0.36, -0.93, -0.64], [0.20, 0.26, -0.70], [-0.10, -0.48, -0.19], [0.36, -0.24, 1.54], [-0.38, -0.48, -0.38], [0.44, -0.04, 0.00], [0.14, 0.17, -0.23], [-0.44, -0.12, -0.34], [-0.19, 0.53, 0.10], [-0.01, -0.28, -0.06], [-0.24, -0.16, 0.41], [0.05, 0.19, 0.06], [0.38, 0.75, 0.91], [-0.11, -0.58, -1.03], [0.10, 0.48, 0.32], [0.15, -0.29, -0.17], [0.26, 0.21, -0.31], [-0.17, 0.14, 0.34], [-0.14, -0.01, -0.19], [0.13, -0.19, -0.04], [-0.22, 0.01, 0.05], [-1.70, 0.23, -3.62], [0.33, -1.17, 2.71], [0.56, 0.34, 1.01], [0.27, -0.19, 0.41], [0.11, 0.45, 0.36], [-0.97, 0.88, -0.79], [0.66, -0.30, -0.25], [0.42, 0.06, -0.35], [-0.55, -0.66, -1.38], [1.16, 0.86, 0.84], [1.24, 0.45, 1.08], [-0.94, -0.33, -0.11], [0.48, 0.61, -0.21], [-0.26, -0.73, 0.81], [0.33, -0.61, 0.62], [0.18, 0.65, -0.15], [0.10, -0.55, 0.56], [0.54, 0.69, 0.19], [0.65, 0.39, 0.03], [-1.57, 0.04, 0.41], [0.73, 0.52, 0.64], [-1.27, -0.43, -1.08], [-0.91, -0.65, -1.05], [0.84, 0.29, 0.90], [-0.12, 0.04, 0.36], [-0.23, 0.49, -0.03], [-0.13, 0.19, -0.51], [-0.12, -0.16, 0.20], [-0.10, 0.08, -0.39], [-0.22, 0.11, -0.11], [0.12, -0.03, -0.13], [-0.04, 0.04, -0.04], [0.25, -0.05, -0.22], [0.17, -0.49, 0.15], [-0.42, -0.41, 0.22], [-0.22, 0.41, -0.38], [0.39, -1.07, 0.01], [0.63, 0.09, 0.33], [-0.10, 0.27, -0.13], [-0.44, 0.02, -0.49], [-0.08, 0.13, 0.09], [0.13, -0.23, -0.17], [0.07, -0.03, -0.01], [0.08, -0.06, 0.03], [0.00, -0.72, 0.18], [0.06, 2.42, 0.13], [-0.14, -0.55, -0.32], [-0.44, -0.66, -0.19], [1.02, -3.05, -0.39], [-1.21, 2.24, 0.23], [0.04, -0.09, -0.43], [-0.09, -0.05, -0.02], [0.17, 0.07, 0.06], [0.48, -0.42, 0.24], [-0.06, -0.06, 0.06], [-0.03, 0.10, -0.10], [0.14, 0.16, -0.03], [0.14, 0.11, 0.18], [-0.10, -0.04, 0.07]], "energy_ha": -2504.29393, "e_homo_ev": [-13.19, -13.19], "homo_lumo_gap_ev": [4.675, 5.045], "charge": 2, "multiplicity": 3, "max_force_ev_per_a": 4.0, "lumo_ev": [-8.52, -8.15], "molar_mass_g_mol": 670.71}